Entry 1:
Entry from the OMol25 dataset: C34H22F8N6RuS2Sb as an isolated structure (ωB97M-V/def2-TZVPD).

XYZ file:
```
74
Properties=species:S:1:pos:R:3:forces:R:3:mulliken_spin:R:1
Ru -0.163064 -0.398786 -0.383714 1.984 1.757 -1.607 1.178
F 3.695868 -1.219410 5.594451 -0.010 -0.052 0.016 0.001
C 3.348479 -1.228963 4.322826 -0.233 0.020 -0.590 0.008
C 2.059067 -0.842901 3.943546 0.246 -0.054 -0.144 0.003
F 1.155630 -0.499246 4.852220 0.030 0.053 0.082 0.000
C 1.725122 -0.820701 2.600568 0.558 -0.296 -0.287 0.034
F 0.469697 -0.441428 2.223640 0.163 0.047 0.298 0.014
C 2.619645 -1.192839 1.593601 -0.298 0.074 1.181 -0.015
S 2.197280 -1.113569 -0.086437 -1.275 0.271 -1.356 -0.308
C 3.892155 -1.627309 1.998637 -0.715 0.307 0.231 0.018
F 4.752244 -2.042900 1.083588 0.223 -0.006 -0.167 0.001
C 4.258651 -1.632467 3.341300 -0.402 0.133 -0.004 -0.003
F 5.469949 -2.024576 3.688027 0.035 -0.015 0.031 0.000
N -0.552010 4.000185 0.354628 0.227 -0.245 -0.415 0.001
C -1.118353 3.743014 1.564810 -0.167 -0.411 0.445 0.004
C -1.092486 2.384734 1.722988 -0.154 0.403 0.397 0.004
N -0.519452 1.815685 0.628937 0.684 -0.502 -1.082 0.061
C -0.195127 2.814027 -0.189618 -0.229 0.050 0.561 -0.038
C 0.452881 2.563709 -1.443833 0.232 -0.179 -0.306 0.026
N 0.743408 1.322841 -1.820009 -0.893 -0.602 1.689 -0.012
C 1.401949 1.409356 -2.998025 0.290 0.160 -0.517 -0.001
C 1.508221 2.727275 -3.352002 0.182 -0.590 -0.254 -0.001
N 0.900266 3.444785 -2.368801 -0.209 -0.188 0.512 -0.001
H -0.412200 4.921774 -0.032087 -0.021 -0.094 0.006 0.000
H -1.482228 4.520167 2.204957 -0.050 0.137 0.116 0.001
H -1.427014 1.807774 2.566453 -0.018 -0.023 0.008 0.000
H 1.769826 0.539679 -3.505113 0.029 -0.093 -0.133 -0.001
H 1.964944 3.190325 -4.200139 0.100 0.110 -0.202 0.000
H 0.835344 4.451131 -2.343795 -0.005 -0.081 0.028 0.000
F -7.860047 -2.578222 3.806990 -0.083 -0.026 0.017 0.000
C -6.727088 -2.204823 3.222575 0.381 0.106 -0.208 0.000
C -5.809586 -3.176646 2.846309 -0.326 0.082 0.190 0.002
C -4.624565 -2.784545 2.251757 0.177 0.083 -0.190 0.002
C -4.394316 -1.438806 2.004261 0.636 0.211 0.108 0.033
C -5.310956 -0.474534 2.404352 0.149 0.029 -0.124 -0.003
C -6.492368 -0.852056 3.008643 -0.220 -0.253 0.146 0.002
Sb -2.628587 -0.745399 0.987970 -1.263 -0.939 -0.590 0.056
C -2.016646 -2.651673 0.139265 -0.346 0.581 0.455 -0.016
C -2.877055 -3.427331 -0.631580 0.035 -0.126 -0.130 -0.010
C -2.455140 -4.646213 -1.130242 -0.009 -0.062 -0.010 0.007
C -1.149895 -5.054549 -0.889194 0.086 0.418 0.471 -0.006
F -0.724724 -6.198521 -1.434819 0.000 -0.090 0.000 -0.001
C -0.278535 -4.310804 -0.113968 -0.028 -0.357 -0.260 0.010
C -0.725059 -3.105930 0.411284 -0.251 0.021 0.254 0.007
C -3.700436 0.067291 -0.713355 0.408 -0.187 0.740 0.007
C -4.994233 -0.336682 -1.021019 0.080 0.037 -0.058 -0.008
C -5.604867 0.117044 -2.178223 -0.052 0.053 -0.192 0.000
C -4.909718 0.981427 -3.011157 0.248 -0.130 0.191 0.001
F -5.464688 1.373964 -4.161483 -0.072 0.048 0.062 0.000
C -3.638430 1.433391 -2.697175 -0.130 0.064 -0.090 0.000
C -3.041708 0.970573 -1.538251 -0.264 0.110 0.152 0.016
H -6.033011 -4.216819 3.026680 -0.008 -0.079 0.057 0.001
H -3.894026 -3.531111 1.968847 -0.023 -0.049 0.007 0.002
H -5.108492 0.572608 2.224535 -0.093 0.109 0.021 0.000
H -7.227927 -0.125926 3.317458 -0.070 0.052 0.044 0.000
H -3.890081 -3.092177 -0.818084 -0.023 -0.020 -0.037 0.000
H -3.120872 -5.292782 -1.683705 -0.031 -0.043 -0.096 0.000
H 0.714434 -4.680799 0.086624 0.120 -0.043 -0.019 0.002
H -0.099664 -2.584183 1.133335 0.032 -0.034 -0.064 -0.011
H -5.530844 -1.000733 -0.355002 -0.044 -0.034 -0.053 0.000
H -6.603794 -0.190552 -2.443652 -0.126 -0.016 -0.050 0.000
H -3.131232 2.115147 -3.361667 0.013 0.090 -0.105 -0.001
H -2.037355 1.301109 -1.286424 -0.183 0.086 -0.092 -0.015
S -1.144840 -0.980991 -2.723122 0.425 1.062 0.908 -0.057
C -1.181265 -2.476940 -3.497938 0.088 -0.490 0.133 0.004
N -2.142658 -2.642143 -4.461295 0.343 0.262 0.347 -0.001
C -2.244136 -3.785299 -5.160818 0.292 -0.563 -0.086 0.000
C -1.370120 -4.807449 -4.894888 0.016 0.255 0.120 0.000
C -0.398737 -4.573105 -3.903433 -0.372 -0.219 -0.432 -0.001
N -0.321771 -3.450421 -3.229971 0.248 0.237 0.118 0.003
H -2.762403 -1.856222 -4.641458 0.012 -0.184 0.025 0.000
H -3.018421 -3.842798 -5.911361 -0.048 0.056 -0.007 0.000
H -1.414681 -5.744099 -5.421821 -0.058 -0.059 -0.113 0.000
H 0.330948 -5.325916 -3.639607 0.028 -0.138 -0.096 0.000
```
Forces are in eV/Å.

Summary:
HOMO-LUMO gap (alpha / beta): 0.1894 / 0.2151 hartree
Net charge: +2
2S+1: 2
<S²>: 0.99

---

Entry 2:
Entry from the OMol25 dataset: C34H23N7PtS2Te as an isolated structure (ωB97M-V/def2-TZVPD).

XYZ file:
```
68
Properties=species:S:1:pos:R:3:forces:R:3:mulliken_spin:R:1
Pt -0.124385 1.966111 -0.860941 -0.340 0.254 -0.236 1.239
N 4.216332 0.004188 -0.902376 0.009 0.011 -0.117 0.004
C 3.095374 0.593109 -1.309190 -0.050 -0.045 0.046 0.000
N 2.223762 1.135319 -0.511148 0.024 0.198 0.029 0.094
C 2.467044 1.149843 0.856052 -0.388 0.208 -0.187 -0.040
N 1.703427 1.815749 1.665578 0.543 -0.244 0.710 0.020
N 0.701595 2.513915 1.087718 -0.480 0.136 -0.757 0.058
C 0.328504 3.613921 1.620153 0.258 -0.220 0.169 0.036
C -0.634358 4.436867 0.910032 -0.297 0.365 -0.137 0.011
C -1.057826 5.662998 1.402234 0.094 -0.195 0.068 0.011
C -1.908092 6.440954 0.630204 -0.033 -0.006 -0.082 -0.005
C -2.323381 5.961408 -0.601010 0.043 -0.002 0.128 0.015
C -1.869106 4.717933 -1.020393 -0.154 0.063 -0.118 -0.017
N -1.037893 3.987335 -0.291532 0.236 -0.373 -0.115 0.134
C 3.616040 0.430104 1.375784 0.231 -0.105 -0.144 0.026
C 3.892613 0.326646 2.742918 -0.007 -0.026 -0.005 0.000
C 5.037133 -0.310324 3.167913 -0.016 0.002 0.041 0.000
C 5.930492 -0.844863 2.236854 -0.013 0.003 -0.069 0.001
C 5.677244 -0.751712 0.883961 0.064 -0.062 -0.097 0.001
C 4.517722 -0.117321 0.453338 -0.149 0.092 0.408 0.003
H 4.864718 -0.365057 -1.581582 -0.016 -0.005 -0.060 0.001
H 2.896271 0.604186 -2.375359 0.090 -0.017 -0.014 -0.003
H 0.777677 3.963091 2.544741 0.026 -0.048 0.013 -0.005
H -0.715883 5.994501 2.373729 -0.001 0.029 -0.021 0.000
H -2.234383 7.408140 0.987204 -0.028 -0.009 -0.006 0.000
H -2.987375 6.532347 -1.233656 -0.001 -0.007 -0.007 0.000
H -2.189091 4.301131 -1.967141 0.074 -0.024 -0.002 0.003
H 3.201598 0.766669 3.448466 0.013 0.019 0.001 0.000
H 5.255194 -0.386197 4.224077 -0.007 0.002 -0.003 0.000
H 6.834651 -1.333283 2.573601 -0.006 0.001 0.010 0.000
H 6.371955 -1.163388 0.161645 -0.002 0.001 0.017 0.000
S -0.042292 1.452179 -3.166124 -0.397 -0.047 0.432 0.689
C -1.441691 0.502761 -3.476539 0.315 0.226 -0.015 0.072
C -1.509250 -0.143575 -4.724733 -0.124 -0.176 -0.219 0.065
C -2.590336 -0.930569 -5.053436 0.050 0.116 0.167 -0.021
C -2.636800 -1.633405 -6.298731 0.019 -0.082 -0.200 0.004
N -2.674774 -2.222507 -7.283550 0.031 0.053 0.044 -0.007
C -3.660038 -1.062231 -4.134163 0.141 0.201 0.246 0.078
C -3.607449 -0.419911 -2.906634 -0.097 -0.144 -0.204 -0.080
C -2.504826 0.356601 -2.554805 -0.008 0.106 0.275 0.122
S -2.505597 1.098711 -0.976780 0.458 0.276 -0.040 0.639
C -4.795286 -1.870635 -4.449212 -0.155 -0.133 -0.050 -0.014
N -5.709522 -2.529648 -4.671419 0.046 0.039 0.012 0.051
H -0.696437 -0.023255 -5.428504 -0.009 -0.024 -0.010 -0.007
H -4.433972 -0.527158 -2.216971 0.005 -0.010 0.001 -0.010
Te -0.530835 -0.904274 0.005111 0.168 -0.982 0.454 0.730
C -0.101791 -2.997936 -0.158823 -0.283 0.483 -0.133 0.065
C 0.628703 -3.687475 0.798016 -0.020 0.068 0.140 -0.005
C 0.858925 -5.041535 0.605398 0.045 -0.013 0.035 0.000
C 0.358118 -5.688754 -0.517488 -0.017 0.033 -0.031 0.025
C -0.373766 -4.985885 -1.465164 -0.005 -0.019 -0.008 -0.002
C -0.602101 -3.629341 -1.292638 0.038 0.046 -0.057 0.011
C -1.210060 -0.882353 2.006891 0.053 0.045 -0.252 0.029
C -0.304965 -0.654578 3.035374 0.046 0.006 -0.110 0.037
C -0.760213 -0.691276 4.345006 0.022 0.004 0.040 0.017
C -2.098491 -0.944561 4.612196 0.022 -0.005 -0.001 -0.002
C -2.993186 -1.158893 3.572514 -0.039 -0.010 -0.005 0.000
C -2.553937 -1.130556 2.257689 0.012 -0.016 -0.086 -0.021
H 1.005136 -3.192048 1.685045 -0.022 -0.008 0.006 0.002
H 1.427045 -5.594923 1.341159 -0.004 0.000 -0.001 0.000
H 0.537851 -6.746478 -0.653748 -0.005 -0.001 0.012 0.001
H -0.774570 -5.489451 -2.334627 0.024 -0.018 0.006 0.000
H -1.172466 -3.077396 -2.031962 -0.008 -0.027 0.001 -0.018
H 0.735738 -0.445842 2.822663 0.021 0.021 0.038 -0.035
H -0.063308 -0.520789 5.154924 -0.022 -0.010 0.012 0.000
H -2.445205 -0.979021 5.636189 -0.006 0.015 -0.006 0.000
H -4.036749 -1.353702 3.779965 0.009 -0.003 0.018 -0.001
H -3.249154 -1.304596 1.446008 -0.021 -0.003 0.026 -0.002
```
Forces are in eV/Å.

Summary:
HOMO-LUMO gap (alpha / beta): 0.2654 / 0.1902 hartree
Net charge: +2
2S+1: 5
<S²>: 6.04
ΔE to the lowest compared entry with this formula, charge and spin: 15.8 kcal/mol

---

Entry 3:
Entry from the OMol25 dataset: C34H25AgAsN3O7P2 as an isolated structure (ωB97M-V/def2-TZVPD).

XYZ file:
```
73
Properties=species:S:1:pos:R:3:forces:R:3:lowdin_charge:R:1
Ag -0.226701 -0.733097 -0.359962 -0.045 0.171 0.386 0.667
N 6.563279 1.244951 7.587675 -0.005 -0.003 -0.003 0.129
C 5.819595 1.049872 6.731666 0.000 -0.003 -0.002 -0.198
C 4.891267 0.806802 5.659886 0.079 0.022 0.087 -0.246
C 4.197222 -0.400775 5.605168 -0.047 0.010 -0.062 -0.025
C 3.300889 -0.625239 4.575082 0.044 0.006 0.011 -0.008
C 3.101729 0.335861 3.585759 -0.073 0.000 -0.042 -0.176
C 3.803243 1.538661 3.651367 0.029 0.011 0.037 -0.012
C 4.691434 1.782174 4.684912 -0.077 -0.046 -0.054 -0.023
C 2.137117 0.094983 2.472154 0.075 -0.021 0.116 -0.064
C 0.817660 -0.176522 2.869120 -0.052 -0.052 -0.029 -0.310
C 0.269394 0.075411 4.165151 0.008 0.021 0.069 -0.079
C -1.059451 -0.275699 4.102698 0.006 -0.012 0.012 -0.112
C -1.267473 -0.758310 2.780917 0.031 -0.044 -0.050 -0.193
N -0.170646 -0.695497 2.050041 0.092 0.130 -0.078 0.023
C 2.666464 0.190361 1.188635 -0.057 0.064 -0.154 -0.276
C 4.057542 0.180471 0.834064 0.025 0.077 0.154 -0.064
C 4.115157 0.292405 -0.527571 -0.035 -0.034 -0.112 -0.097
C 2.758208 0.379345 -0.967550 0.032 0.101 0.057 -0.167
N 1.906843 0.323556 0.032901 -0.077 -0.290 -0.031 0.023
H 4.361478 -1.152203 6.365704 0.013 0.008 0.012 0.114
H 2.746719 -1.552609 4.520430 -0.005 0.000 -0.004 0.128
H 3.632214 2.283447 2.885158 0.004 -0.001 -0.013 0.125
H 5.227486 2.720010 4.740545 0.011 -0.001 0.016 0.115
H 0.793315 0.502477 5.007441 -0.006 -0.003 0.003 0.097
H -1.795909 -0.212403 4.889803 0.001 -0.003 0.004 0.078
H -2.176841 -1.166987 2.360029 -0.009 0.013 -0.005 0.105
H 4.885669 0.066187 1.517209 0.005 0.015 0.000 0.097
H 4.994576 0.302712 -1.153255 0.005 -0.005 0.003 0.077
H 2.401887 0.500727 -1.982203 -0.011 -0.019 -0.005 0.102
O -3.151571 -0.155167 -1.608832 -0.078 0.029 0.053 -0.203
P -2.305706 -0.283777 -2.988101 0.003 0.163 0.221 0.161
O -3.033606 0.394946 -4.076378 0.034 -0.019 -0.080 -0.311
O -0.862010 0.103527 -2.690523 0.073 -0.063 0.056 -0.414
O -2.290598 -1.893654 -3.195835 -0.210 -0.177 -0.231 -0.286
P -1.516810 -2.927378 -2.189669 0.326 0.185 -0.135 0.160
O 0.025945 -2.443104 -2.448407 -0.303 -0.059 -0.004 -0.228
O -1.705876 -4.317278 -2.639199 -0.033 -0.065 0.034 -0.328
O -1.906765 -2.498276 -0.787012 0.067 0.153 0.062 -0.401
H -2.936062 -0.939349 -1.056672 0.061 -0.005 -0.043 0.017
H -0.052957 -1.474281 -2.645084 0.177 -0.115 -0.188 -0.009
C 0.976663 5.543435 2.301723 0.007 0.002 0.007 -0.117
C 0.355919 5.859090 1.100832 -0.014 -0.003 -0.023 -0.107
C -0.356335 4.890329 0.403896 -0.002 0.024 0.017 -0.096
C -0.452444 3.595322 0.901439 0.053 0.015 -0.032 -0.358
C 0.182403 3.281082 2.100812 0.045 0.037 0.037 -0.110
C 0.885727 4.251039 2.801933 -0.002 -0.005 0.002 -0.100
As -1.391104 2.119492 0.012935 -0.204 -0.332 -0.120 1.380
C -3.128293 2.478021 0.833027 0.056 0.056 0.042 -0.298
C -3.527428 2.150989 2.118630 -0.017 0.005 0.015 -0.089
C -4.816546 2.459451 2.536143 -0.007 -0.009 0.006 -0.104
C -5.700344 3.083839 1.664155 -0.007 0.010 0.000 -0.106
C -5.302295 3.411168 0.375978 0.008 -0.005 0.014 -0.037
C -4.009887 3.115903 -0.045250 -0.011 -0.004 -0.025 -0.187
C -3.443405 3.412284 -1.376054 -0.016 0.030 -0.003 -0.194
C -4.124807 3.996845 -2.438066 0.008 -0.016 0.007 -0.033
C -3.476691 4.182697 -3.648610 -0.004 0.009 -0.019 -0.091
C -2.159674 3.774834 -3.814706 0.012 0.003 -0.005 -0.087
C -1.475524 3.181450 -2.763916 -0.020 0.020 -0.011 -0.103
C -2.111173 3.024232 -1.543111 0.060 0.017 0.039 -0.345
H 1.532785 6.300250 2.842657 0.001 0.000 0.001 0.088
H 0.424690 6.864256 0.700562 0.007 0.003 0.010 0.091
H -0.840473 5.143876 -0.532165 0.001 -0.006 -0.001 0.095
H 0.140406 2.269439 2.492496 -0.030 0.001 -0.032 0.077
H 1.371361 3.988971 3.735379 -0.002 0.010 0.008 0.093
H -2.841828 1.651276 2.794116 0.012 -0.004 -0.011 0.083
H -5.135298 2.202147 3.539457 -0.003 0.001 -0.001 0.091
H -6.709255 3.310823 1.988666 0.001 0.001 0.002 0.089
H -6.001210 3.891325 -0.298521 -0.001 0.003 -0.002 0.097
H -5.165444 4.280487 -2.333940 -0.003 0.003 -0.001 0.096
H -4.015616 4.613748 -4.483973 0.002 0.000 -0.001 0.092
H -1.680489 3.873426 -4.780479 -0.005 -0.003 0.000 0.098
H -0.478054 2.789063 -2.911400 -0.003 0.001 0.009 0.103
```
Forces are in eV/Å.

Summary:
HOMO-LUMO gap: 0.2333 hartree
Net charge: -2
ΔE to the lowest compared entry with this formula, charge and spin: 0.0 kcal/mol